<A>
Density functional theory data (the ωB97M-V functional and the def2-TZVPD basis) for the molecule C23H29N3O3.

```
58
Properties=species:S:1:pos:R:3
C 7.18 1.86 0.89
O 5.79 1.70 0.98
C 5.22 0.63 0.35
C 5.91 -0.32 -0.38
C 5.21 -1.37 -0.97
C 3.84 -1.48 -0.85
C 3.15 -0.52 -0.11
N 1.76 -0.56 0.08
C 0.86 -1.40 -0.47
O 1.09 -2.32 -1.23
C -0.58 -1.03 -0.02
C -1.59 -2.10 -0.44
C -1.59 -3.32 0.49
C -2.29 -4.49 -0.20
C -2.29 -3.00 1.80
N -0.95 0.25 -0.57
C -0.68 1.42 0.01
O 0.07 1.54 0.97
C -1.43 2.62 -0.58
C -2.49 2.98 0.47
C -3.44 1.83 0.55
C -3.80 1.19 1.72
C -4.63 0.09 1.68
C -5.11 -0.39 0.47
C -4.74 0.24 -0.71
C -3.92 1.35 -0.67
C -3.46 2.09 -1.90
N -2.01 2.27 -1.87
C 3.84 0.52 0.48
H 7.72 1.02 1.33
H 7.41 2.77 1.46
H 7.51 2.00 -0.14
H 6.98 -0.27 -0.50
H 5.76 -2.10 -1.54
H 3.31 -2.29 -1.31
H 1.39 0.20 0.65
H -0.56 -0.92 1.07
H -1.32 -2.42 -1.45
H -2.58 -1.66 -0.47
H -0.55 -3.60 0.69
H -1.76 -4.76 -1.11
H -3.31 -4.22 -0.46
H -2.31 -5.36 0.45
H -2.27 -3.86 2.46
H -1.82 -2.17 2.32
H -3.33 -2.74 1.62
H -1.51 0.29 -1.42
H -0.71 3.44 -0.68
H -2.01 3.17 1.43
H -3.02 3.89 0.16
H -3.42 1.55 2.67
H -4.91 -0.41 2.60
H -5.76 -1.25 0.44
H -5.10 -0.13 -1.66
H -4.00 3.06 -1.93
H -3.71 1.54 -2.81
H -1.74 2.93 -2.59
H 3.31 1.27 1.06
```

LUMO level (eV): 0.61
HOMO level (eV): -8.091
Charge: 0
Kohn-Sham gap (eV): 8.70
SMILES: COc1cccc(NC(=O)[C@H](CC(C)C)NC(=O)[C@@H]2Cc3ccccc3CN2)c1



<B>
Density functional theory data (the ωB97M-V functional and the def2-TZVPD basis) for the molecule C23H29N3O3.

```
58
Properties=species:S:1:pos:R:3
C -0.34 -0.34 2.61
C -0.81 -0.60 1.19
C -0.76 -2.08 0.78
N -0.66 -2.02 -0.68
C -0.73 -3.06 -1.54
O -0.66 -2.90 -2.75
C -0.91 -4.43 -0.91
C -0.92 -5.54 -1.95
C 0.45 -5.83 -2.58
C 0.99 -7.04 -1.80
N -0.21 -7.66 -1.29
C -1.30 -6.85 -1.26
O -2.37 -7.10 -0.75
C -0.47 -0.65 -1.17
C 0.01 0.08 0.08
N 1.44 -0.11 0.25
C 2.24 0.84 0.79
O 1.81 1.89 1.25
C 3.70 0.51 0.80
C 4.82 1.35 0.13
C 5.54 0.17 0.84
C 7.00 -0.10 0.88
C 7.50 -1.34 0.50
C 8.87 -1.60 0.54
C 9.74 -0.61 0.97
C 9.25 0.63 1.35
C 7.89 0.88 1.30
C 4.43 -0.76 0.28
C 4.60 0.45 2.05
H 0.69 -0.68 2.74
H -0.37 0.73 2.83
H -0.97 -0.87 3.33
H -1.84 -0.26 1.07
H 0.12 -2.57 1.21
H -1.64 -2.63 1.10
H -0.12 -4.59 -0.17
H -1.86 -4.45 -0.35
H -1.67 -5.30 -2.70
H 0.33 -6.09 -3.63
H 1.12 -4.97 -2.53
H 1.55 -7.73 -2.45
H 1.66 -6.74 -0.99
H -0.23 -8.54 -0.79
H 0.25 -0.63 -1.99
H -1.41 -0.23 -1.54
H -0.17 1.16 0.05
H 1.87 -0.92 -0.16
H 4.84 1.34 -0.96
H 4.97 2.35 0.54
H 6.82 -2.11 0.16
H 9.25 -2.57 0.24
H 10.81 -0.81 1.00
H 9.93 1.41 1.68
H 7.51 1.85 1.60
H 4.25 -1.68 0.84
H 4.44 -0.91 -0.80
H 4.75 1.39 2.58
H 4.43 -0.39 2.73
```

LUMO level (eV): 0.25
HOMO level (eV): -9.245
Charge: 0
Kohn-Sham gap (eV): 9.50



Energies in hartree, measured from the most stable structure: <A> 0.0000; <B> 0.0453.



<A>
Density functional theory data (the ωB97M-V functional and the def2-TZVPD basis) for a cluster of 4 separate species, CH8O4 in total.

```
13
Properties=species:S:1:pos:R:3
C 3.27 -0.02 1.04
O 3.07 0.14 -0.16
H 3.90 -0.96 1.46
H 3.00 0.68 1.78
O -1.95 0.85 -1.57
H -2.24 1.31 -2.43
H -1.05 0.28 -1.82
O 0.27 -0.74 -0.70
H 1.04 -0.20 -0.36
H -0.24 -0.82 0.01
O -2.70 -0.41 0.97
H -3.60 -0.44 1.40
H -2.75 0.34 0.37
```

LUMO level (eV): 0.21
HOMO level (eV): -10.804
Charge: 0
Kohn-Sham gap (eV): 11.01
SMILES: C=O.O.O.O



<B>
Density functional theory data (the ωB97M-V functional and the def2-TZVPD basis) for a cluster of 4 separate species, CH8O4 in total.

```
13
Properties=species:S:1:pos:R:3
C 4.05 -1.54 1.20
O 3.45 -2.25 0.37
H 4.93 -1.81 1.87
H 3.92 -0.45 1.21
O -1.70 1.30 0.73
H -1.91 1.19 -0.24
H -2.12 0.46 1.10
O 0.52 -1.68 -0.94
H 1.40 -1.68 -0.57
H 0.52 -0.85 -1.48
O -4.44 2.09 -1.19
H -4.48 2.44 -0.27
H -4.14 2.80 -1.78
```

LUMO level (eV): 0.22
HOMO level (eV): -10.738
Charge: 0
Kohn-Sham gap (eV): 10.96
SMILES: C=O.O.O.O



Energies in hartree, measured from the most stable structure: <A> 0.0059; <B> 0.0000.



<A>
Density functional theory data (the ωB97M-V functional and the def2-TZVPD basis) for the ion C2H3NO3P with charge -1.

```
10
Properties=species:S:1:pos:R:3
N -0.48 2.91 0.59
C -0.09 1.85 0.14
C 0.27 0.56 0.35
O 1.60 0.32 0.36
O -0.45 -0.50 -0.16
P -0.04 -2.44 -0.73
O -1.25 -3.24 -0.44
H -0.46 3.00 1.59
H 1.45 -0.68 0.30
H -0.56 -1.80 -2.00
```

LUMO level (eV): 3.96
HOMO level (eV): -3.285
Charge: -1
Kohn-Sham gap (eV): 7.25
SMILES: N=C=C(O)OP[O-]



<B>
Density functional theory data (the ωB97M-V functional and the def2-TZVPD basis) for a cluster of 2 separate species, C2H3NO3P in total.

```
10
Properties=species:S:1:pos:R:3
C 0.55 1.41 0.24
C -1.80 -0.69 0.17
N -0.04 0.36 -0.22
O -2.61 0.08 0.39
O 0.12 2.37 0.91
O -1.41 -1.78 0.05
P 0.69 -1.00 -0.88
H 1.69 1.52 -0.07
H 2.01 -0.59 -1.03
H 0.81 -1.67 0.43
```

LUMO level (eV): 4.04
HOMO level (eV): -4.097
Charge: -1
Kohn-Sham gap (eV): 8.14



Energies in hartree, measured from the most stable structure: <A> 0.0826; <B> 0.0000.



<A>
Density functional theory data (the ωB97M-V functional and the def2-TZVPD basis) for a cluster of 2 separate species, C3H2INS in total.

```
8
Properties=species:S:1:pos:R:3
S 0.61 2.31 -0.28
C -0.68 1.25 0.12
C -1.75 0.69 0.13
I -3.34 -0.51 0.54
H 1.29 1.36 -1.01
C 1.29 -1.73 0.19
N 1.69 -0.85 -0.41
H 0.90 -2.51 0.73
```

LUMO level (eV): 0.24
HOMO level (eV): -8.650
Charge: 0
Kohn-Sham gap (eV): 8.89
SMILES: SC#CI.C#N



<B>
Density functional theory data (the ωB97M-V functional and the def2-TZVPD basis) for the molecule C3H2INS.

```
8
Properties=species:S:1:pos:R:3
I -0.53 1.43 -4.18
C -0.01 -0.11 -2.14
C -0.06 0.22 -0.85
C 0.14 -0.95 -0.11
N 0.40 -2.03 -0.82
S 0.24 -1.79 -2.41
H -0.25 1.19 -0.59
H 0.10 -0.91 0.94
```

LUMO level (spin up / spin down) (eV): -1.63 / -1.63
HOMO level (spin up / spin down) (eV): -9.748 / -9.747
Charge: 0
Kohn-Sham gap (spin up / spin down) (eV): 8.11 / 8.11
SMILES: Ic1ccns1



Energies in hartree, measured from the most stable structure: <A> 0.0431; <B> 0.0000.



<A>
Density functional theory data (the ωB97M-V functional and the def2-TZVPD basis) for a cluster of 2 separate species, CHN3O2P in total.

```
8
Properties=species:S:1:pos:R:3
C 0.98 -2.43 -0.61
N 1.43 -3.48 -0.92
N -0.10 -0.29 0.01
N 0.27 -1.33 -0.62
O -0.92 2.58 1.66
O -1.51 2.69 -0.73
P -0.47 2.33 0.25
H 0.33 -0.08 0.96
```

LUMO level (spin up / spin down) (eV): 1.65 / 1.65
HOMO level (spin up / spin down) (eV): -4.152 / -4.152
Charge: -1
Kohn-Sham gap (spin up / spin down) (eV): 5.80 / 5.80



<B>
Density functional theory data (the ωB97M-V functional and the def2-TZVPD basis) for the ion CHN3O2P with charge -1.

```
8
Properties=species:S:1:pos:R:3
N 2.11 2.39 -1.32
C 1.31 1.56 -1.34
N 0.70 0.44 -1.16
N -0.55 0.33 -0.29
P -0.49 -0.84 -1.51
O -0.02 -2.17 -1.26
O -1.46 -0.71 -2.59
H -0.29 0.31 0.77
```

LUMO level (eV): 4.13
HOMO level (eV): -4.996
Charge: -1
Kohn-Sham gap (eV): 9.13
SMILES: N#CN1N[P@@]1(=O)[O-]



Energies in hartree, measured from the most stable structure: <A> 0.0727; <B> 0.0000.



<A>
Density functional theory data (the ωB97M-V functional and the def2-TZVPD basis) for the molecule C3H6.

```
9
Properties=species:S:1:pos:R:3
C 0.40 -0.10 -0.76
C -1.06 0.04 -0.02
C 0.28 -0.08 0.76
H 0.85 0.90 -1.21
H 0.78 -1.15 -1.31
H -1.45 1.12 0.02
H -1.47 -0.95 0.22
H 0.70 -0.77 1.40
H 0.96 0.97 0.89
```

LUMO level (eV): 1.27
HOMO level (eV): -9.882
Charge: 0
Kohn-Sham gap (eV): 11.16
SMILES: C1CC1



<B>
Density functional theory data (the ωB97M-V functional and the def2-TZVPD basis) for the molecule C3H6.

```
9
Properties=species:S:1:pos:R:3
C 1.79 0.24 -0.06
C 0.42 -0.18 0.06
C -1.36 0.14 -0.03
H 2.52 -0.42 -0.16
H 2.09 1.25 -0.05
H 0.28 -1.23 0.30
H -1.46 -0.46 -0.89
H -1.75 -0.35 0.90
H -1.85 1.07 -0.06
```

LUMO level (eV): 1.14
HOMO level (eV): -9.318
Charge: 0
Kohn-Sham gap (eV): 10.46
SMILES: C=CC



Energies in hartree, measured from the most stable structure: <A> 0.0039; <B> 0.0000.